Entry 1:
{
  "formula": "C2H4O4",
  "method": "ωB97M-V with the def2-TZVPD basis set",
  "species": ["O", "O", "C", "H", "H", "O", "O", "C", "H", "H"],
  "xyz": [[5.2602, -13.3879, 1.1741], [4.0160, -14.1252, 2.9009], [4.3194, -13.2013, 1.9505], [4.6761, -14.8461, 2.7097], [3.5523, -12.4017, 1.9524], [6.2755, -15.4621, -1.4846], [5.7999, -13.2581, -1.9414], [5.8531, -14.5707, -2.2732], [6.2801, -13.2674, -1.0689], [5.4482, -14.7598, -3.2871]],
  "atomic_forces_ev_per_a": [[-2.2, 1.1, 1.6], [1.0, 0.0, -1.0], [1.3, -1.7, -1.1], [-0.7, 0.6, 0.5], [0.7, -0.1, -0.1], [-1.4, 3.2, -3.1], [1.0, -1.5, 0.6], [0.9, -2.2, 2.6], [-0.8, 0.4, -0.5], [0.2, 0.0, 0.5]],
  "smiles": "O=CO.O=CO",
  "total_charge": 0,
  "energy_ev": -10328.667,
  "fmax_ev_per_a": 4.65,
  "e_above_lowest_kcal_mol": 16.90,
  "gap_ev": 11.46,
  "lumo_energy_ev": 0.79,
  "e_homo_ev": -10.673
}

Entry 2:
{
  "formula": "C2H4O4S2",
  "method": "ωB97M-V with the def2-TZVPD basis set",
  "species": ["O", "S", "O", "O", "C", "C", "S", "O", "H", "H", "H", "H"],
  "xyz": [[-2.1455, 1.8821, -0.8175], [-0.9301, 1.1756, -0.7114], [0.1081, 1.3798, -1.6594], [-0.3557, 1.3102, 0.7514], [0.5151, 0.1773, 0.9370], [-0.1937, -0.9874, 0.2207], [0.9309, -2.0976, -0.6223], [-1.2144, -0.3969, -0.5903], [0.6364, -0.0510, 1.9894], [1.4817, 0.4378, 0.5144], [-0.7106, -1.6168, 0.9393], [1.8777, -1.2130, -0.9512]],
  "atomic_forces_ev_per_a": [[-0.2, -0.1, 0.2], [-0.3, -0.1, -0.5], [0.2, 0.0, 0.0], [0.2, 0.0, 0.6], [0.1, 0.1, 0.0], [0.3, -0.2, 0.2], [0.0, -0.2, 0.0], [0.0, 0.3, -0.3], [-0.2, 0.3, 0.1], [0.1, -0.2, -0.2], [-0.2, 0.0, 0.0], [-0.1, 0.2, -0.1]],
  "total_charge": 0,
  "energy_ev": -31998.282,
  "fmax_ev_per_a": 0.63,
  "e_above_lowest_kcal_mol": 38.44,
  "gap_ev": 10.90,
  "lumo_energy_ev": 0.50,
  "e_homo_ev": -10.407
}

Entry 3:
{
  "formula": "C2H4O5Si2",
  "method": "ωB97M-V with the def2-TZVPD basis set",
  "species": ["C", "C", "O", "O", "O", "O", "O", "Si", "Si", "H", "H", "H", "H"],
  "xyz": [[0.2427, -1.6296, -0.1772], [1.1361, 1.1411, -0.0991], [-0.1784, -2.6374, -0.7657], [0.1007, 1.4931, 0.6291], [-0.3811, -1.1288, 0.8774], [2.0153, 2.0540, -0.0513], [2.8632, -1.0203, -1.4111], [-1.2417, 0.4115, 0.9712], [1.4577, -0.3941, -1.1760], [-1.1218, 0.7752, 2.4329], [-3.5310, 0.7345, 1.4144], [0.5921, -0.1669, -2.3047], [-1.9538, 0.3677, -0.3399]],
  "atomic_forces_ev_per_a": [[-0.5, -0.2, -3.1], [2.8, 4.4, 0.7], [0.6, 0.7, 1.5], [-2.4, -1.3, 0.1], [-1.5, 0.7, 1.7], [-0.4, -2.1, -1.0], [0.2, 0.6, -0.1], [0.7, -0.4, 0.0], [0.3, -2.3, 1.3], [-0.4, -0.6, -0.5], [0.8, -0.1, 0.1], [-0.6, 0.4, -1.0], [0.4, 0.1, 0.3]],
  "total_charge": -2,
  "energy_ev": -28131.595,
  "fmax_ev_per_a": 5.26,
  "e_above_lowest_kcal_mol": 0.00,
  "gap_ev": 6.91,
  "lumo_energy_ev": 6.49,
  "e_homo_ev": -0.419
}

Entry 4:
{
  "formula": "C2H4OS",
  "method": "ωB97M-V with the def2-TZVPD basis set",
  "species": ["C", "C", "H", "H", "H", "H", "O", "S"],
  "xyz": [[0.0601, 0.3824, -0.3528], [-0.9519, -0.4208, 0.0856], [1.7303, 0.2124, 0.8893], [0.4664, 1.1418, 0.5180], [-0.2748, 1.1256, -1.1742], [-0.6826, -1.1394, 0.8509], [-1.9783, -0.6643, -0.4502], [1.6308, -0.6377, -0.3667]],
  "atomic_forces_ev_per_a": [[3.8, 6.9, -0.3], [-1.7, -4.1, 1.9], [1.3, -2.8, -2.3], [-2.1, -1.5, -2.2], [1.0, -1.7, 0.7], [0.4, 0.0, 1.3], [-2.5, 0.5, -1.5], [-0.1, 2.6, 2.4]],
  "smiles": "O=CCS",
  "total_charge": 0,
  "energy_ev": -15018.935,
  "fmax_ev_per_a": 7.90,
  "e_above_lowest_kcal_mol": 58.35,
  "gap_ev": 9.96,
  "lumo_energy_ev": -0.05,
  "e_homo_ev": -10.012
}

Entry 5:
{
  "formula": "C2H4P2",
  "method": "ωB97M-V with the def2-TZVPD basis set",
  "species": ["C", "C", "P", "P", "H", "H", "H", "H"],
  "xyz": [[0.0722, -0.0003, 0.3602], [-1.1308, -0.7356, 1.0377], [-1.4332, 0.8879, 0.7554], [0.7470, -0.0171, -1.5906], [0.8438, -0.1013, 1.0660], [-1.3139, -1.7814, 1.3944], [2.0512, 0.5500, -1.3297], [0.1637, 1.1977, -1.6933]],
  "atomic_forces_ev_per_a": [[0.0, -1.8, -1.2], [0.3, 1.0, -1.6], [-0.8, -1.2, 1.0], [0.0, -1.3, 2.3], [1.6, 0.7, 0.4], [0.0, 1.4, -0.5], [-0.6, -0.2, 0.1], [-0.5, 1.4, -0.5]],
  "smiles": "P[C@@H]1C=P1",
  "total_charge": 0,
  "energy_ev": -20712.525,
  "fmax_ev_per_a": 2.65,
  "e_above_lowest_kcal_mol": 52.47,
  "gap_ev": 8.32,
  "lumo_energy_ev": -0.04,
  "e_homo_ev": -8.361
}

Entry 6:
{
  "formula": "C2H4P2S4",
  "method": "ωB97M-V with the def2-TZVPD basis set",
  "species": ["C", "C", "P", "P", "S", "S", "S", "S", "H", "H", "H", "H"],
  "xyz": [[-0.8835, -1.1540, -0.1438], [0.2345, 1.0676, -0.2914], [0.0011, -0.4097, -1.5271], [0.0587, -0.1017, 1.2350], [1.8284, -1.3280, -1.2263], [1.8535, -1.1098, 0.9448], [-2.6926, -0.7691, 0.0671], [1.4861, 2.3862, -0.2681], [-0.9483, -2.2685, -0.0832], [-0.6727, 1.5145, -0.3277], [-2.5341, 0.2619, 0.8638], [2.2688, 1.9107, 0.7569]],
  "atomic_forces_ev_per_a": [[-1.5, -0.8, 2.2], [2.7, -2.1, 0.7], [0.3, 1.5, -1.0], [-0.2, -0.5, -1.3], [0.4, -0.7, -2.8], [0.4, 0.3, 3.0], [0.5, -0.4, -0.9], [0.1, -0.8, 0.4], [0.9, 0.9, 0.0], [-3.0, 1.7, -0.2], [0.0, 0.7, 0.5], [-0.5, 0.1, -0.7]],
  "multiplicity": 3,
  "total_charge": 0,
  "energy_ev": -64054.370,
  "fmax_ev_per_a": 3.44,
  "s_squared": 2.01,
  "gap_ev": [6.07, 6.03],
  "lumo_energy_ev": [0.09, -2.96],
  "e_homo_ev": [-5.981, -8.993]
}

Entry 7:
{
  "formula": "C2H4S3",
  "method": "ωB97M-V with the def2-TZVPD basis set",
  "species": ["C", "C", "S", "S", "S", "H", "H", "H", "H"],
  "xyz": [[0.9260, -0.3104, 0.6027], [0.7609, 1.0602, 0.1299], [1.4238, 1.0650, 1.7051], [1.1453, 1.9461, -1.2791], [-2.4208, 1.6418, 0.5073], [0.0474, -0.8511, 0.9272], [1.7308, -0.9293, 0.2159], [0.5215, 1.1094, -2.1152], [-2.8712, 0.3865, 0.5134]],
  "atomic_forces_ev_per_a": [[0.0, -0.1, 0.0], [-0.8, 0.0, 0.3], [0.1, 0.1, 0.0], [0.2, 0.0, 0.0], [0.7, 0.1, -0.1], [-0.1, 0.0, 0.0], [0.0, 0.1, 0.0], [-0.1, 0.0, -0.1], [0.0, -0.2, 0.0]],
  "total_charge": 0,
  "energy_ev": -34640.838,
  "fmax_ev_per_a": 0.88,
  "e_above_lowest_kcal_mol": 78.13,
  "gap_ev": [8.54, 5.47],
  "lumo_energy_ev": [-0.59, -1.94],
  "e_homo_ev": [-9.127, -7.410]
}

Entry 8:
{
  "formula": "C2H4S3",
  "method": "ωB97M-V with the def2-TZVPD basis set",
  "species": ["C", "C", "H", "H", "H", "H", "S", "S", "S"],
  "xyz": [[-0.8992, 0.0739, -0.0020], [0.2499, -0.2779, 0.7391], [-0.4523, 0.6219, -3.0321], [-1.1472, -0.5859, -0.9085], [-1.7549, 0.4520, 0.7202], [2.2973, -0.5920, 1.0431], [-0.2306, 1.6992, -0.9065], [1.5886, -1.0153, -0.1103], [0.3483, -0.3759, 2.4571]],
  "atomic_forces_ev_per_a": [[-2.6, 2.7, -1.3], [1.7, -2.6, 3.7], [0.4, 1.6, 2.7], [0.1, 0.9, 1.9], [1.5, -1.2, -1.9], [-0.1, -1.1, -1.6], [-1.2, -2.5, -2.4], [1.0, 1.1, 1.3], [-0.7, 1.0, -2.4]],
  "total_charge": 0,
  "energy_ev": -34639.012,
  "fmax_ev_per_a": 4.81,
  "e_above_lowest_kcal_mol": 120.24,
  "gap_ev": 5.99,
  "lumo_energy_ev": -2.75,
  "e_homo_ev": -8.731
}